The following is a quantum chemistry calculation of one molecule with the formula C4H11NS in a non-equilibrium geometry, from the Open Molecules 2025 dataset.

Output
**E_tot**: -16651.0691 eV
**Orbital gap**: 0.3499 Eh
**SMILES**: CNCCSC
**LUMO**: 0.039 Eh

Each line ends with the Löwdin charge.
Cartesian coordinates (Å):
H  2.8820  -0.7409  -1.2494  0.02
S  1.1853  0.2705  0.1665  0.78
C  -3.6084  0.0917  0.3678  -0.13
H  -0.7269  0.1912  2.2944  0.11
H  -0.6962  -1.3136  0.0666  0.08
N  -2.6255  -0.2031  1.4440  -0.14
H  -1.0305  0.1050  -0.8398  0.07
H  -3.8610  1.1451  0.2754  0.07
C  -1.2782  0.3876  1.3503  -0.31
H  -2.5507  -1.1840  1.6274  0.08
H  1.5035  -1.8102  -1.0650  0.02
H  -4.5358  -0.4675  0.5852  0.08
H  1.5190  -0.4641  -2.2266  0.03
H  -3.2342  -0.2299  -0.6222  0.06
H  -1.2830  1.4911  1.3079  0.11
C  1.7982  -0.7787  -1.2181  -0.42
C  -0.5793  -0.2176  0.1214  -0.53

Atoms 1-3, force components in eV/Å:
H 0.20 0.03 0.42
S -0.10 -0.77 -0.95
C 0.75 -1.04 0.15

=====

The following is a quantum chemistry calculation of one molecule with the formula C4H11NS in a non-equilibrium geometry, from the Open Molecules 2025 dataset.

Output
**E_tot**: -16651.1230 eV
**Orbital gap**: 0.3606 Eh
**SMILES**: CCNCCS
**LUMO**: 0.037 Eh

Each line ends with the Löwdin charge.
Cartesian coordinates (Å):
H  0.7418  -3.7942  1.2282  0.07
H  1.4312  0.9513  -0.3733  0.11
C  -0.5557  0.4182  -0.9347  -0.56
H  -0.1434  -0.1860  -1.7389  0.08
H  -0.6153  -2.1262  0.5466  0.10
H  1.8534  -0.8003  1.0474  0.09
H  -1.4234  -0.0159  -0.4429  0.06
C  0.9064  -2.8808  1.8012  -0.09
C  0.5616  0.5122  0.1212  -0.34
S  -1.0052  2.1281  -1.3992  0.69
C  0.0941  -1.7042  1.2580  -0.29
N  0.9937  -0.8103  0.5134  -0.11
H  -0.4219  -1.1514  2.0504  0.11
H  -2.3081  1.8576  -1.4820  -0.16
H  0.2291  1.1298  0.9705  0.10
H  0.4424  -3.1072  2.7559  0.06
H  1.9642  -2.6753  1.9113  0.07

Atoms 1-3, force components in eV/Å:
H 0.36 0.20 -0.31
H -0.05 0.39 0.26
C 0.67 0.49 1.17

=====

The following is a quantum chemistry calculation of a 2-piece molecular cluster, C4H11NS overall in a non-equilibrium geometry, from the Open Molecules 2025 dataset.

Output
**E_tot**: -16645.7343 eV
**Orbital gap**: 0.1693 Eh
**LUMO**: -0.054 Eh

Each line ends with the Löwdin charge.
Cartesian coordinates (Å):
H  -1.5038  2.0880  -0.7967  0.12
H  -1.5672  0.7350  1.2013  0.11
C  -0.7262  1.3450  -0.6365  0.05
C  -1.1902  -0.4315  -0.5037  -0.29
H  3.1405  -1.2719  1.3139  0.00
N  -2.6606  -0.4692  -0.2804  0.00
S  2.0156  -0.4921  -0.7389  0.21
C  -0.6722  0.6075  0.6084  -0.14
H  -2.7979  -1.1160  0.4837  0.08
H  4.2764  -0.5163  0.2217  -0.01
H  0.2278  0.2252  1.1333  0.10
C  3.2531  -0.4302  0.5960  -0.68
H  3.1704  0.4929  1.1923  -0.01
H  0.1524  1.8382  -1.0296  0.09
H  -3.2309  -0.7288  -1.0722  0.08
H  -0.8611  -1.4326  -0.1088  0.16
H  -1.0263  -0.4433  -1.5838  0.14

Atoms 1-3, force components in eV/Å:
H -1.34 -1.38 -0.25
H 0.06 0.11 0.26
C 1.74 1.60 3.57